C4H14OSi2 as an isolated structure, computed with ωB97M-V with the def2-TZVPD basis set.

Calculated values
Total energy = -815.09897 Ha

Last column: natural (NBO) charge in e.
CARTESIAN COORDINATES (ANGSTROEM)
C  -1.9249  -1.7152  -1.8366  -0.602
C  -1.0767  -0.4420  -1.7730  -0.389
C  0.2678  -0.6614  -1.0348  -0.906
Si  0.3906  0.1933  0.6238  1.694
C  1.0820  -0.9490  1.9217  -1.141
O  1.3468  1.5429  0.4853  -1.238
Si  1.2135  2.9438  1.3396  1.228
H  -2.9794  -1.4933  -2.0005  0.209
H  -1.5755  -2.3714  -2.6351  0.204
H  -1.8363  -2.2797  -0.9051  0.196
H  -0.8830  -0.0917  -2.7869  0.203
H  -1.6679  0.3294  -1.2736  0.195
H  0.3748  -1.7310  -0.8266  0.228
H  1.1121  -0.3854  -1.6700  0.246
H  -0.9916  0.5679  1.0203  -0.236
H  0.5775  -1.9123  1.8242  0.239
H  2.1554  -1.0944  1.7947  0.244
H  0.8942  -0.5661  2.9261  0.242
H  2.0906  2.8946  2.5304  -0.209
H  -0.1790  3.1453  1.7970  -0.207
H  1.6090  4.0757  0.4792  -0.199

Forces on the atoms, in the same order (eV/Å):
C 0.2 0.0 0.0
C 0.0 -0.1 0.1
C -0.2 -0.1 -0.1
Si 0.1 -0.4 -0.3
C -0.1 0.1 0.0
O -0.4 0.1 0.2
Si 0.2 0.2 0.0
H 0.0 0.0 -0.1
H 0.0 0.0 0.0
H -0.1 0.1 0.0
H -0.1 0.1 0.0
H 0.1 0.1 -0.1
H 0.1 0.0 -0.1
H 0.1 0.0 0.1
H 0.0 0.2 0.1
H 0.1 -0.1 0.1
H 0.0 -0.1 0.0
H 0.1 0.0 0.0
H 0.0 0.0 0.0
H 0.0 0.0 0.0
H 0.0 0.0 0.0



A 2-piece molecular cluster, C6H12I2 overall, computed with ωB97M-V with the def2-TZVPD basis set.

Calculated values
Total energy = -831.05273 Ha

Last column: natural (NBO) charge in e.
CARTESIAN COORDINATES (ANGSTROEM)
C  0.3288  -0.5421  -1.9083  -0.632
C  1.3483  -1.6571  0.1110  -0.601
C  -0.3049  0.3473  2.0055  -0.694
C  -1.6483  1.8881  -0.1998  -0.568
C  0.1490  -0.7444  -0.4277  -0.350
C  0.1931  0.4924  0.5222  -0.012
I  -3.5207  1.0700  0.2868  0.129
I  1.7681  1.8254  0.0611  0.162
H  -0.5396  -0.1800  -2.5345  0.225
H  1.1636  0.1782  -1.9617  0.221
H  0.8395  -1.4031  -2.4324  0.225
H  2.3385  -1.5842  -0.5045  0.214
H  1.1088  -2.6599  0.0386  0.213
H  1.5703  -1.4481  1.1252  0.203
H  -0.1393  -0.6543  2.1512  0.207
H  0.2929  0.9449  2.6206  0.223
H  -1.4053  0.7124  2.1370  0.239
H  -1.3961  2.8836  0.1969  0.203
H  -1.3516  1.7955  -1.1545  0.165
H  -0.7953  -1.2647  -0.1329  0.228

Forces on the atoms, in the same order (eV/Å):
C 0.8 0.4 -1.4
C 1.2 1.8 -2.2
C -1.5 2.1 -3.0
C 1.7 -0.9 3.6
C 0.6 -0.8 2.3
C -3.6 2.0 -1.2
I 0.7 0.3 -0.2
I -0.1 0.0 0.5
H 0.9 -0.4 1.0
H -0.6 0.2 -0.4
H -1.1 0.4 0.7
H -1.8 0.4 1.0
H -0.8 -2.2 -0.1
H 0.3 0.2 1.0
H -0.1 -2.5 1.3
H 1.0 0.7 1.1
H 1.9 -1.2 -0.3
H -0.4 -0.6 0.2
H 0.4 -0.4 -3.5
H 0.5 0.3 -0.4



A 13-piece molecular cluster, H25O13 overall, computed with ωB97M-V with the def2-TZVPD basis set.

Calculated values
Net charge = -1
Total energy = -993.23773 Ha

Last column: natural (NBO) charge in e.
CARTESIAN COORDINATES (ANGSTROEM)
O  -1.5772  -2.9349  0.7806  -0.986
H  -1.9970  -2.0698  0.5342  0.524
H  -1.0545  -3.2077  0.0064  0.485
O  -0.7234  1.4232  -2.9487  -0.986
H  0.0320  1.9835  -2.7197  0.468
H  -0.4761  0.5917  -2.3462  0.516
O  -1.4041  1.2121  1.8295  -1.040
H  -1.1780  1.9759  1.2620  0.509
O  2.4503  -2.1596  -0.4285  -1.000
H  2.3369  -2.5017  0.4717  0.493
H  2.3874  -1.1647  -0.3854  0.516
O  1.2243  -3.7222  -2.0013  -1.011
H  1.4619  -4.4443  -1.4141  0.453
H  1.7463  -2.9155  -1.6495  0.506
O  2.0643  0.4493  0.0240  -1.036
H  1.2177  0.1122  -0.4472  0.524
H  1.7934  0.5453  0.9542  0.510
O  -2.2103  -0.4830  -0.0554  -1.052
H  -2.8717  0.2100  -0.1543  0.485
H  -1.8064  0.5068  1.2566  0.490
O  -0.5241  3.2891  0.3146  -1.023
H  0.4293  3.2007  0.1688  0.498
H  -1.0612  3.4463  -0.4786  0.509
O  0.3751  -2.4614  2.4903  -1.007
H  0.2576  -2.9360  3.3172  0.467
H  -0.3322  -2.7066  1.8150  0.508
O  0.0038  -0.3949  -1.3107  -1.175
H  0.1330  -1.2878  -1.6462  0.469
H  -1.3771  -0.3665  -0.7126  0.529
O  2.1493  3.1023  -0.3129  -0.991
H  2.4264  3.4672  0.5319  0.468
H  2.3242  2.1255  -0.3078  0.515
O  0.6878  0.0849  3.1134  -1.034
H  0.1848  -0.7531  2.9575  0.483
H  -0.0830  0.6153  2.7939  0.494
O  -2.3330  2.8256  -1.5859  -1.054
H  -3.2481  2.7260  -1.8453  0.471
H  -1.6713  2.1633  -2.0442  0.504

Forces on the atoms, in the same order (eV/Å):
O 0.0 -0.2 -0.5
H 0.3 -0.3 0.0
H -0.4 0.2 0.1
O 0.7 -0.7 0.8
H 0.0 0.1 -0.4
H 0.0 0.3 -0.5
O -0.7 -0.4 0.2
H 0.0 -0.1 -0.2
O 0.6 0.7 0.3
H -0.2 0.4 -0.3
H 0.3 -0.8 0.6
O 0.2 0.9 -0.2
H 0.1 0.1 0.0
H -0.8 -1.7 0.0
O -0.3 0.0 0.1
H -0.1 0.4 -0.1
H 0.0 -0.3 0.0
O 0.1 -0.1 -0.6
H 0.1 -0.1 -0.5
H 0.9 0.8 0.5
O -0.4 0.3 0.9
H -0.1 0.1 -0.8
H 0.3 -0.2 0.0
O 0.0 -0.4 -0.6
H -0.3 -0.2 -0.3
H 0.3 0.1 1.0
O -0.5 0.1 0.0
H 0.0 0.0 -0.1
H -0.3 0.0 0.8
O 0.2 0.0 -0.3
H 0.2 -0.2 0.0
H -0.2 0.3 0.3
O -1.5 -0.2 -0.3
H 1.5 0.0 0.2
H 0.6 0.8 0.1
O 0.7 -0.1 0.2
H 0.2 -0.3 -0.3
H -1.5 0.6 -0.2



Computed maximum force, in the same sequence as the records: 0.00955 0.08300 0.03674 Eh/bohr.